# 1
Computed, not measured: a molecular structure, C21H21O5PW, with ωB97M-V/def2-TZVPD.

Structure (XYZ):
```
49
C21H21O5PW (ωB97M-V/def2-TZVPD)
W 0.24 -0.06 0.82
O 3.74 -0.72 2.23
C 2.89 -0.91 1.45
O 2.08 0.16 0.97
C 2.55 -2.19 0.69
C 2.29 -1.78 -0.78
C 2.44 -2.96 -1.72
C 1.25 -3.85 -1.31
C 0.51 -2.97 -0.31
O 0.82 -1.58 -0.74
C 1.18 -2.89 1.06
C 0.31 -1.93 1.85
O 0.71 -1.16 2.75
O -0.90 -1.59 1.36
H 3.39 -2.87 0.81
H 2.77 -0.87 -1.10
H 2.36 -2.64 -2.75
H 3.41 -3.45 -1.59
H 0.61 -4.09 -2.15
H 1.55 -4.78 -0.84
H -0.57 -3.10 -0.28
H 1.32 -3.84 1.57
C 1.06 3.13 -1.58
P 0.12 2.07 -0.48
C -0.61 2.83 0.99
C -1.58 3.81 1.05
C -2.25 4.03 2.25
C -2.00 3.24 3.37
C -1.04 2.24 3.32
C -0.34 2.05 2.14
C -1.24 1.23 -1.31
C -1.36 1.07 -2.68
C -2.21 0.10 -3.18
C -2.90 -0.76 -2.33
C -2.77 -0.64 -0.96
C -1.94 0.36 -0.43
H 0.43 3.93 -1.98
H 1.46 2.53 -2.40
H 1.89 3.57 -1.02
H -1.83 4.40 0.18
H -3.00 4.81 2.31
H -2.55 3.42 4.29
H -0.81 1.65 4.20
H 0.60 1.46 2.27
H -0.80 1.71 -3.36
H -2.34 0.00 -4.25
H -3.56 -1.52 -2.74
H -3.32 -1.28 -0.29
H -2.05 0.61 0.63
```

Calculated values
- Net charge: +2
- HOMO: -15.37 eV
- HOMO-LUMO gap: 7.45 eV
- LUMO: -7.92 eV

***

# 2
Computed, not measured: a molecular structure, C21H22AsCoF6N2O3S, with ωB97M-V/def2-TZVPD.

Structure (XYZ):
```
57
C21H22AsCoF6N2O3S (ωB97M-V/def2-TZVPD)
Co 0.46 0.47 0.14
O 0.09 0.72 1.98
C -0.72 0.04 2.71
C -1.03 0.50 4.01
C -1.87 -0.20 4.85
C -2.46 -1.41 4.44
C -2.18 -1.87 3.18
C -1.34 -1.18 2.29
C -1.10 -1.76 0.99
N -0.38 -1.21 0.09
N -0.22 -1.91 -1.11
C 0.56 -1.20 -1.89
O 1.09 -0.08 -1.58
C 0.86 -1.75 -3.24
C 1.82 -1.12 -4.03
C 2.11 -1.60 -5.30
C 1.44 -2.70 -5.79
C 0.48 -3.33 -5.01
C 0.19 -2.86 -3.74
H -0.57 1.43 4.33
H -2.08 0.18 5.84
H -3.11 -1.96 5.10
H -2.62 -2.81 2.84
H -1.55 -2.72 0.75
H 2.32 -0.25 -3.62
H 2.86 -1.10 -5.90
H 1.65 -3.07 -6.79
H -0.05 -4.20 -5.40
H -0.55 -3.34 -3.12
C 1.10 4.59 -0.67
C 1.75 3.26 -0.25
O 0.84 2.31 -0.06
C 2.76 2.86 -1.37
F 2.10 2.58 -2.50
F 3.50 1.79 -1.05
F 3.64 3.85 -1.68
C 2.53 3.50 1.07
F 3.54 4.41 0.96
F 1.70 3.99 2.01
F 3.07 2.39 1.57
H 0.63 4.44 -1.64
H 1.81 5.41 -0.72
H 0.32 4.81 0.06
C -2.26 3.31 1.99
As -3.47 2.18 1.01
C -4.01 0.84 2.29
C -5.07 3.24 0.79
S -2.68 1.50 -0.77
H -2.71 3.64 2.93
H -2.00 4.16 1.36
H -1.35 2.73 2.18
H -4.68 1.28 3.02
H -3.12 0.44 2.79
H -4.50 0.03 1.75
H -5.40 3.65 1.74
H -5.84 2.60 0.37
H -4.85 4.04 0.09
```

Calculated values
- Net charge: -1
- 2S+1: 2
- HOMO (alpha / beta): -4.76 / -4.78 eV
- HOMO-LUMO gap (alpha / beta): 7.47 / 7.48 eV
- LUMO (alpha / beta): 2.71 / 2.70 eV

***

# 3
Computed, not measured: a molecular structure, C21H22BBr4CrN6O2 in a non-equilibrium geometry, with ωB97M-V/def2-TZVPD.

Structure (XYZ):
```
57
C21H22BBr4CrN6O2 (ωB97M-V/def2-TZVPD)
Cr 0.88 0.59 -0.26
C 1.23 -0.96 -3.31
C 0.38 -1.65 -2.31
C -0.27 -2.89 -2.41
C -0.91 -3.07 -1.20
C -1.73 -4.24 -0.77
N -0.65 -2.00 -0.43
N 0.14 -1.14 -1.10
B -1.08 -1.65 0.99
N -1.90 -0.35 0.98
N -1.33 0.79 0.55
C -2.24 1.75 0.58
C -1.93 3.14 0.16
C -3.45 1.22 1.06
C -3.19 -0.12 1.30
C -4.11 -1.15 1.84
N 0.21 -1.41 1.80
N 1.13 -0.47 1.45
C 2.08 -0.48 2.40
C 3.24 0.44 2.40
C 1.77 -1.46 3.35
C 0.58 -2.02 2.94
C -0.17 -3.14 3.58
H 1.35 -1.58 -4.20
H 2.21 -0.74 -2.89
H 0.77 -0.01 -3.60
H -0.26 -3.56 -3.25
H -1.77 -4.97 -1.57
H -2.75 -3.93 -0.53
H -1.30 -4.71 0.11
H -1.71 -2.53 1.46
H -0.89 3.19 -0.15
H -2.09 3.83 0.99
H -2.56 3.45 -0.67
H -4.37 1.73 1.22
H -5.08 -0.70 2.05
H -3.71 -1.58 2.76
H -4.26 -1.96 1.13
H 3.19 1.12 1.55
H 4.18 -0.12 2.34
H 3.26 1.02 3.32
H 2.35 -1.71 4.22
H 0.36 -3.47 4.46
H -0.28 -3.98 2.89
H -1.17 -2.82 3.87
Br 1.74 5.59 -5.01
C 1.97 4.47 -3.49
C 3.07 4.63 -2.67
Br 4.37 5.94 -3.07
C 3.22 3.82 -1.54
Br 4.73 4.02 -0.40
C 2.29 2.83 -1.22
O 2.34 2.05 -0.19
C 1.19 2.62 -2.12
O 0.41 1.63 -1.85
C 1.04 3.47 -3.21
Br -0.49 3.20 -4.31
```

Calculated values
- Net charge: -1
- 2S+1: 5
- HOMO (alpha / beta): -3.65 / -4.10 eV
- HOMO-LUMO gap (alpha / beta): 5.95 / 6.40 eV
- LUMO (alpha / beta): 2.30 / 2.30 eV

***

# 4
Computed, not measured: 4 unconnected molecules or ions with the total composition C21H22BNO13 in a non-equilibrium geometry, with ωB97M-V/def2-TZVPD.

Structure (XYZ):
```
58
C21H22BNO13 (ωB97M-V/def2-TZVPD)
O -1.72 -0.76 3.33
C -1.11 -0.22 4.23
C -1.62 0.97 4.92
C -0.90 1.53 5.90
O -1.33 2.62 6.55
C 0.42 0.99 6.31
O 1.05 1.55 7.19
C 0.92 -0.21 5.64
C 0.20 -0.78 4.66
O 0.62 -1.88 4.02
H -2.58 1.36 4.61
H -0.63 2.84 7.20
H 1.87 -0.61 5.96
H -0.08 -2.08 3.37
O -2.08 -3.39 -6.94
C -0.94 -3.77 -7.12
C 0.09 -3.68 -6.09
C 1.33 -4.10 -6.35
O 2.30 -4.02 -5.42
C 1.71 -4.67 -7.67
O 2.86 -5.02 -7.86
C 0.67 -4.78 -8.69
C -0.57 -4.37 -8.44
O -1.55 -4.46 -9.35
H -0.19 -3.27 -5.13
H 3.10 -4.38 -5.84
H 0.95 -5.21 -9.64
H -2.34 -4.09 -8.92
O 0.06 6.90 1.08
C -0.04 6.46 2.21
C -1.11 5.55 2.61
C -1.18 5.11 3.87
O -2.15 4.27 4.28
C -0.19 5.52 4.90
O -0.31 5.11 6.03
C 0.90 6.41 4.49
C 0.97 6.85 3.23
O 1.95 7.67 2.82
H -1.83 5.26 1.86
H -1.97 4.10 5.22
H 1.62 6.69 5.24
H 1.77 7.83 1.88
C -1.33 -0.58 -0.21
C -1.35 -1.84 -1.15
C -0.15 -1.77 -2.13
O 0.34 -3.05 -2.51
B 1.46 -3.47 -1.76
N 2.70 -2.69 -1.55
H -1.26 -0.90 0.85
H -2.21 0.07 -0.38
H -0.44 0.05 -0.37
H -2.31 -1.84 -1.69
H -1.32 -2.74 -0.51
H 0.65 -1.14 -1.71
H -0.52 -1.23 -3.02
H 1.43 -4.55 -1.24
H 2.61 -2.30 -0.61
H 2.73 -1.87 -2.16
```

Calculated values
- Structure (SMILES): O=C1C=C(O)C(=O)C=C1O.O=C1C=C(O)C(=O)C=C1O.O=C1C=C(O)C(=O)C=C1O.CCCOBN
- Net charge: 0
- HOMO: -9.65 eV
- HOMO-LUMO gap: 7.90 eV
- LUMO: -1.75 eV

***

# 5
Computed, not measured: a molecular structure, C21H22BrClN3O6Ru, with ωB97M-V/def2-TZVPD.

Structure (XYZ):
```
55
C21H22BrClN3O6Ru (ωB97M-V/def2-TZVPD)
Ru -0.22 -0.96 1.07
O -2.81 1.71 2.88
C -1.87 2.62 2.54
C -1.61 3.64 3.46
C -0.69 4.63 3.17
C -0.01 4.62 1.96
C -0.26 3.61 1.05
C -1.17 2.60 1.32
C -1.48 1.51 0.31
O -1.71 0.25 0.88
N -0.38 1.36 -0.68
N 0.02 0.04 -0.80
C 0.47 -0.38 -1.92
C 1.07 -1.68 -2.04
Br 1.35 -2.46 -0.33
C 1.47 -2.29 -3.16
C 1.24 -1.81 -4.52
C 2.25 -1.97 -5.48
C 2.07 -1.50 -6.77
C 0.87 -0.91 -7.13
C -0.16 -0.78 -6.20
C 0.02 -1.23 -4.90
H -2.73 0.93 2.31
H -2.16 3.63 4.39
H -0.51 5.41 3.89
H 0.71 5.40 1.72
H 0.28 3.60 0.10
H -2.40 1.77 -0.23
H -0.59 1.76 -1.59
H 0.45 0.26 -2.80
H 2.03 -3.22 -3.06
H 3.18 -2.44 -5.20
H 2.86 -1.61 -7.49
H 0.72 -0.56 -8.14
H -1.11 -0.35 -6.49
H -0.80 -1.20 -4.20
N 1.01 0.60 1.78
C 2.19 0.24 2.61
C 1.73 -0.63 3.77
C 1.49 -2.05 3.35
O 1.89 -3.00 3.96
O 0.82 -2.25 2.20
H 1.30 1.23 1.03
H 0.39 1.17 2.36
H 2.66 1.15 2.97
H 2.90 -0.29 1.98
H 0.82 -0.22 4.21
H 2.49 -0.65 4.55
Cl -3.20 -2.90 4.41
C -3.06 -3.14 2.67
C -1.98 -2.31 2.06
O -1.63 -2.48 0.86
O -1.38 -1.38 2.70
H -4.00 -2.88 2.19
H -2.84 -4.19 2.46
```

Calculated values
- Net charge: +1
- HOMO: -11.41 eV
- HOMO-LUMO gap: 6.36 eV
- LUMO: -5.05 eV

***

E, respectively: -1596.86386, -5764.75009, -12658.12911, -1871.17001, -4557.98632 Eh.